C35H48AsKN3O2PS2 | wB97M-V/def2-TZVPD

Geometry as XYZ:
```
93
C35H48AsKN3O2PS2 (wB97M-V/def2-TZVPD)
As 1.76836 -1.25841 0.84213
K 0.55995 1.64662 0.71021
S 2.98391 1.32257 2.35431
S -0.76764 -2.47289 -1.74043
P -2.78277 1.89270 0.29353
O -1.46502 2.53962 0.21945
O -1.14171 -0.19828 0.38009
N -3.19496 1.12577 -1.13653
N -2.90563 0.77302 1.52993
N -4.05814 2.93361 0.70029
C -4.07573 0.48717 2.32411
C 3.48526 2.95976 -1.53812
C -4.22780 0.12059 -1.22884
C -0.59624 -1.79833 -4.32145
C -2.05602 -2.16588 -4.07004
C -0.74762 -4.41992 2.23292
C 3.17981 -3.76018 -2.36927
C 4.05677 -1.53586 -2.55952
C 2.48787 3.70266 -0.70267
C 5.14417 -2.61047 2.95301
C 4.03125 -2.53701 2.13330
C 4.95200 -0.25189 3.39141
C 5.59330 -1.45664 3.58182
C -2.78175 1.73576 -2.37739
C -5.01153 3.41885 -0.27091
C 3.93576 -2.82631 -3.05453
C 2.78283 3.99275 0.62462
C -0.31596 -2.89362 4.02410
C 2.53278 -3.41280 -1.19251
C -2.03231 -3.12897 -2.89839
C -0.03631 -1.35544 -2.98058
C 1.28295 4.14747 -1.23222
C 3.81685 -0.16490 2.57472
C 3.40321 -1.19635 -1.39289
C 0.67978 5.11580 0.87836
C -1.77720 -0.13099 1.62348
C 0.52819 -2.17670 3.19911
C 0.09375 -3.69181 1.40778
C -3.75899 3.89433 1.74350
C 0.75205 -2.56035 1.87465
C 0.38957 4.85929 -0.45036
C 2.62267 -2.12046 -0.69315
C 1.87952 4.67950 1.41446
C 3.36464 -1.33803 1.94639
C -0.96147 -4.02192 3.54047
H -2.52171 -2.62896 -4.94009
H -2.95533 3.49769 2.36226
H 6.45560 -1.50775 4.23251
H -2.41317 0.97472 -3.07036
H -1.97521 2.43494 -2.15865
H -5.06426 0.44206 -1.85779
H -0.48992 -1.00610 -5.06232
H -1.03499 0.23630 2.35009
H -1.47579 -0.95969 -0.12975
H 1.05591 3.96611 -2.27653
H 2.12819 4.88668 2.44541
H -3.60208 2.27265 -2.87117
H -5.17557 2.66488 -1.03380
H -0.01328 5.68122 1.48552
H -2.97876 -3.20938 -2.36801
H -2.12900 -1.11402 1.96708
H 3.72273 3.66911 1.04694
H -0.34017 -0.33961 -2.72712
H 3.66587 -3.42770 1.62596
H -1.24148 -5.30280 1.84880
H 4.44088 -3.10343 -3.96826
H 1.95553 -4.16498 -0.67279
H -4.82702 1.24824 2.12223
H 3.08522 -4.76537 -2.76035
H -0.52834 5.23019 -0.88377
H -4.64793 4.05147 2.36480
H -0.47474 -2.58099 5.04718
H -3.44487 4.86119 1.33126
H -1.62316 -4.58827 4.18043
H -2.62672 -1.27367 -3.80255
H 4.65117 -0.80276 -3.09022
H 4.20709 3.65848 -1.96515
H 0.22187 -4.00884 0.38248
H -4.49261 -0.50300 2.09718
H -0.05853 -2.67977 -4.67680
H 1.03075 -1.28906 3.57692
H 3.48227 -0.18618 -0.99139
H 5.31008 0.64410 3.87836
H -3.82888 0.51738 3.38992
H 3.00210 2.42479 -2.35458
H 1.04664 -1.43106 -2.91571
H -1.71045 -4.12191 -3.20877
H 4.03280 2.25459 -0.91596
H -3.81998 -0.80031 -1.65900
H -5.96612 3.61479 0.22679
H 5.65238 -3.55399 3.10105
H -4.68375 4.34766 -0.75322
H -4.61571 -0.09307 -0.23743
```

Properties
Frontier orbital gap in eV: 6.05

***

C3H6N2O | wB97M-V/def2-TZVPD

Geometry as XYZ:
```
12
C3H6N2O (wB97M-V/def2-TZVPD)
O -2.46082 -0.76280 0.00151
N 0.09942 -0.25621 -0.07708
N -2.05555 0.53545 -0.07436
C 1.25748 -0.11062 0.76001
C 1.42620 -0.32267 -0.72649
C -0.76300 0.70726 -0.14428
H 1.53655 0.57476 -1.36392
H -0.38988 1.72089 -0.12856
H 1.52850 -0.94484 1.43101
H 1.67309 -1.31783 -1.05365
H -3.45714 -0.75429 0.22533
H 1.60514 0.93090 1.15049
```

Properties
Frontier orbital gap in eV: 10.23
SMILES: O/N=C\N1CC1